Computed, not measured: a structure of composition C7H10N4O in a non-equilibrium geometry, with ωB97M-V with the def2-TZVPD basis set.

```
22
Properties=species:S:1:pos:R:3
C 2.99915 -0.91354 0.75711
C 2.90940 -0.16319 -0.49367
C 0.61461 0.51867 -0.42349
C -0.37918 1.47707 -0.28154
C -2.00266 -0.10155 -0.14817
C -1.13040 -1.03603 -0.23205
C -3.33352 -0.35790 -0.18070
H 1.90364 -0.84273 1.52931
H 3.43901 -2.11067 0.49203
H 4.09846 -0.34243 1.36742
H 3.95886 -0.09271 -0.87125
H 2.38749 -0.80026 -1.11168
H 2.08444 1.79871 -0.58372
H -0.25793 2.53059 -0.27882
H -1.18694 -2.10817 -0.07886
H -3.44019 1.40344 1.55118
H -5.10312 0.54613 0.66479
N 1.90430 0.87833 -0.70588
N -1.66179 1.21684 -0.15836
N 0.19605 -0.75798 -0.44259
N -4.16528 0.67033 0.35696
O -3.83441 -1.41295 -0.72803
```

## Properties
orbital gap	8.70	eV
max |F|	9.1	eV Å⁻¹



Computed, not measured: a cluster of 6 separate species, C48H111F6N4O2P3 in total in a non-equilibrium geometry, with ωB97M-V with the def2-TZVPD basis set.

```
174
Properties=species:S:1:pos:R:3
C 3.01601 -5.47098 3.70579
N 3.40206 -6.81489 3.15178
C 4.83296 -7.05581 3.47397
C 2.53420 -7.80836 3.87013
C 3.16067 -6.78932 1.66431
C 3.17165 -8.13612 0.96544
O 1.94455 -8.81433 1.23099
H 3.00263 -5.55481 4.78923
H 2.02561 -5.26920 3.31275
H 3.70370 -4.67042 3.44406
H 5.04137 -6.74515 4.49322
H 5.40668 -6.37927 2.83727
H 5.11383 -8.08001 3.25854
H 2.80224 -8.81602 3.58177
H 1.50647 -7.61337 3.58357
H 2.70952 -7.67131 4.93243
H 3.94435 -6.19640 1.19517
H 2.19184 -6.31669 1.52189
H 4.01618 -8.73760 1.30858
H 3.21805 -7.93595 -0.10534
H 2.09932 -9.76004 1.31698
C 7.32057 -0.91162 -0.50102
N 8.03870 -1.95607 0.28847
C 7.03448 -2.65723 1.16044
C 8.64089 -2.93350 -0.67227
C 9.10781 -1.28793 1.12547
C 10.07793 -2.18349 1.83376
O 9.41881 -2.81242 2.92559
H 6.71105 -1.42476 -1.23947
H 8.06606 -0.31810 -1.02555
H 6.71175 -0.31905 0.17311
H 7.53730 -3.47179 1.67759
H 6.22651 -3.07955 0.57407
H 6.75091 -1.91961 1.90389
H 9.39550 -2.42313 -1.26175
H 7.83622 -3.35889 -1.26629
H 9.05729 -3.75471 -0.09748
H 8.55430 -0.66073 1.82605
H 9.64234 -0.59995 0.47004
H 10.83599 -1.49914 2.23656
H 10.61024 -2.88433 1.19096
H 10.07783 -3.19468 3.51547
C 4.46736 2.33210 -0.30598
C 2.98434 2.36308 -0.59444
N 2.66030 1.76449 -1.89660
C 2.50289 2.46366 -3.06899
C 2.36074 1.55437 -4.05643
N 2.47237 0.31133 -3.47060
C 2.63509 0.46671 -2.16278
C 2.40124 -0.97348 -4.16542
H 4.69139 2.89999 0.59620
H 5.03335 2.77746 -1.12611
H 4.82541 1.31615 -0.13583
H 2.56086 3.36366 -0.53659
H 2.43450 1.78921 0.15662
H 2.46661 3.53827 -3.07711
H 2.14865 1.62912 -5.10850
H 2.78716 -0.34212 -1.46447
H 1.67144 -1.61819 -3.67988
H 3.35867 -1.48721 -4.11336
H 2.12685 -0.79745 -5.19956
C -5.50438 -2.16350 -5.74780
C -5.36091 -1.89674 -4.24949
C -3.97679 -2.26385 -3.71401
C -3.83586 -1.83903 -2.24122
P -2.28188 -2.30313 -1.44599
C -1.81972 -3.96445 -2.03416
C -0.79596 -4.71849 -1.19533
C -0.56082 -6.12049 -1.77093
C 0.72465 -6.77302 -1.28463
C -0.98198 -1.19231 -2.00713
C -1.30891 0.30457 -1.85502
C -1.71241 0.98094 -3.16531
C -2.12728 2.43193 -2.98200
C -2.45508 -2.19634 0.33857
C -1.13025 -2.14159 1.12666
C -1.39566 -1.95676 2.61478
C -0.13021 -2.07807 3.46328
H -5.45433 -3.21188 -6.02719
H -4.74033 -1.61767 -6.32146
H -6.40362 -1.69571 -6.15235
H -6.09053 -2.53607 -3.74073
H -5.64731 -0.86421 -4.03840
H -3.18609 -1.77793 -4.29187
H -3.88857 -3.34958 -3.76046
H -4.61186 -2.28096 -1.60111
H -3.98230 -0.76175 -2.10569
H -1.41660 -3.69373 -3.01696
H -2.73318 -4.54562 -2.16418
H -1.23240 -4.89358 -0.20630
H 0.14507 -4.18389 -1.06053
H -0.56691 -6.16258 -2.86494
H -1.39556 -6.77336 -1.49537
H 0.80897 -6.80029 -0.19220
H 1.60514 -6.28102 -1.69950
H 0.72495 -7.83911 -1.52176
H -0.68771 -1.42435 -3.03422
H -0.08927 -1.44197 -1.41810
H -0.43465 0.86452 -1.49818
H -2.06713 0.46755 -1.08006
H -2.48495 0.38372 -3.66468
H -0.86859 0.88845 -3.86155
H -1.24401 3.06116 -2.82665
H -2.73152 2.54089 -2.08044
H -2.63555 2.80283 -3.86862
H -3.11661 -3.00734 0.65743
H -3.00200 -1.27337 0.57094
H -0.55176 -1.30084 0.73857
H -0.57593 -3.07432 1.02634
H -2.06261 -2.74551 2.97555
H -1.82922 -0.98282 2.85469
H 0.38801 -3.03870 3.38660
H -0.35807 -1.97294 4.52246
H 0.63256 -1.36601 3.13720
C -8.08013 5.37957 4.15130
C -6.93583 4.60217 3.51518
C -6.08788 5.41438 2.53377
C -4.81659 4.64819 2.15013
P -3.82128 5.44767 0.88670
C -2.53155 4.25561 0.43467
C -1.54046 3.96204 1.56790
C -0.31274 3.10756 1.19692
C -0.40289 1.66072 1.68379
C -4.86289 5.77036 -0.55198
C -4.18680 5.75683 -1.93600
C -5.20990 5.59427 -3.03815
C -6.03466 6.84133 -3.30474
C -3.01404 6.96552 1.46144
C -3.83022 8.22649 1.25710
C -3.18917 9.46472 1.85125
C -4.01934 10.72312 1.57798
H -8.50782 4.76882 4.94873
H -8.90984 5.56077 3.46785
H -7.76643 6.32636 4.59055
H -6.32978 4.11222 4.28084
H -7.38140 3.77715 2.94281
H -6.67674 5.62608 1.63865
H -5.83617 6.37067 3.00094
H -4.17432 4.52983 3.03082
H -5.02676 3.63040 1.80552
H -3.03348 3.32271 0.15278
H -1.97711 4.57594 -0.45059
H -1.22874 4.87628 2.07915
H -2.10193 3.44855 2.35991
H -0.09841 3.15944 0.12327
H 0.54235 3.57044 1.69792
H -1.30932 1.21193 1.25645
H -0.61626 1.67557 2.75357
H 0.48635 1.08190 1.44563
H -5.44762 6.66857 -0.35587
H -5.57123 4.93050 -0.56244
H -3.47217 4.93025 -1.96106
H -3.59124 6.66472 -2.07006
H -5.89394 4.76711 -2.81072
H -4.73299 5.26871 -3.96752
H -6.76540 6.66459 -4.09452
H -5.41957 7.68707 -3.61007
H -6.63881 7.11991 -2.43702
H -2.02470 6.98149 0.99682
H -2.86874 6.79287 2.53561
H -4.81464 8.09751 1.72426
H -4.04627 8.41375 0.19990
H -2.17804 9.58414 1.45014
H -3.07145 9.35922 2.93334
H -3.96119 11.44893 2.38547
H -5.07568 10.47210 1.44338
H -3.71983 11.24633 0.66883
P 3.05614 -2.55368 0.54745
F 4.11485 -1.64860 -0.30702
F 2.02669 -2.56449 -0.70582
F 3.76228 -3.89439 -0.01286
F 2.05667 -3.40987 1.48628
F 4.08674 -2.56699 1.80421
F 2.36469 -1.19152 1.07039
```

## Properties
charge	+4
orbital gap	10.48	eV
max |F|	1.3	eV Å⁻¹



Computed, not measured: the molecule C12H26N2O4, with ωB97M-V with the def2-TZVPD basis set.

```
44
Properties=species:S:1:pos:R:3
C 3.05598 1.65674 -0.65408
C 3.26000 0.24170 -0.08874
O 2.40273 -0.63459 -0.78960
C 2.67454 -2.00389 -0.61121
C 2.26210 -2.53742 0.77578
N 0.87028 -2.33807 1.11409
C -0.06282 -3.22597 0.45007
C -1.48834 -2.77575 0.78171
O -1.76993 -1.47774 0.31095
C -2.11579 -1.39756 -1.05593
C -2.10633 0.06821 -1.50435
O -3.24496 0.79069 -1.09200
C -3.21101 1.23376 0.24741
C -2.31557 2.46088 0.45495
O -0.97333 2.05340 0.57999
C -0.08133 3.11588 0.82253
C 1.33582 2.55291 0.84134
N 1.72394 2.19552 -0.50911
H 3.76149 2.33644 -0.16757
H 3.27611 1.62826 -1.72480
H 3.04186 0.22763 0.98797
H 4.30828 -0.06224 -0.23011
H 3.74387 -2.20714 -0.77583
H 2.10075 -2.50861 -1.39305
H 2.86090 -2.03802 1.54390
H 2.48284 -3.60742 0.81874
H 0.60180 -1.37774 0.90950
H 0.09114 -4.23994 0.83372
H 0.06531 -3.25650 -0.64552
H -1.59293 -2.71637 1.86772
H -2.21535 -3.49828 0.38568
H -3.11605 -1.82865 -1.21554
H -1.39540 -1.95037 -1.67409
H -1.19301 0.54274 -1.13368
H -2.12294 0.09974 -2.59699
H -4.24278 1.50425 0.48440
H -2.87220 0.43323 0.91179
H -2.63041 2.98944 1.36887
H -2.42787 3.14792 -0.39782
H -0.31657 3.59199 1.78756
H -0.16485 3.87287 0.02915
H 1.35246 1.70794 1.54779
H 2.02639 3.32248 1.20054
H 1.05531 1.52654 -0.87942
```

## Properties
orbital gap	9.62	eV
SMILES string	C1COCCNCCOCCOCCOCCN1
max |F|	0.6	eV Å⁻¹



Computed, not measured: a structure of composition C5H10CuO5 in a non-equilibrium geometry, with ωB97M-V with the def2-TZVPD basis set.

```
21
Properties=species:S:1:pos:R:3
C 1.11651 -0.03959 -1.50965
C 2.17182 0.00318 -0.45961
O 2.05499 -1.15898 0.35877
C 2.98758 -1.35396 1.30243
O 3.93527 -0.54040 1.43773
O 2.89048 -2.41113 1.97390
O 0.95258 1.13150 -2.16912
Cu 4.77663 -1.89826 3.31411
H -1.44861 -0.11321 -0.39569
H 0.59889 -0.95919 -1.79326
H 2.07143 0.90472 0.17253
H 3.16782 0.03532 -0.92724
H 0.28694 1.05720 -2.88829
C -2.49363 -0.29201 0.09265
C -3.42918 0.88514 -0.02040
O -2.95355 1.93221 0.82337
H -2.92574 -1.16716 -0.40800
H -2.32179 -0.56435 1.14270
H -4.44660 0.60008 0.29179
H -3.48455 1.23726 -1.06376
H -3.50727 2.71162 0.72503
```

## Properties
multiplicity	2
orbital gap (alpha / beta)	4.86 / 7.40	eV
max |F|	2.4	eV Å⁻¹



Computed, not measured: the molecule C5H8O, with ωB97M-V with the def2-TZVPD basis set.

```
14
Properties=species:S:1:pos:R:3
C -1.93331 1.19727 -0.58340
C -1.51326 -0.19005 -0.22462
C -0.24366 -0.65213 -0.10112
C 0.90565 0.08158 -0.54067
C 2.16054 -0.33812 0.11758
O 2.12998 -1.22240 1.23294
H -2.75836 1.20563 -1.30607
H -2.32258 1.67353 0.32652
H -1.10036 1.79814 -0.95669
H -0.11049 -1.64706 0.34196
H -2.32161 -0.86810 0.05736
H 2.71349 0.58636 0.35688
H 2.78939 -0.82880 -0.64385
H 1.60459 -0.79586 1.92316
```

## Properties
orbital gap	7.60	eV
max |F|	0.4	eV Å⁻¹